A structure of composition C23H53GdO5P3S2 in a non-equilibrium geometry, computed with ωB97M-V with the def2-TZVPD basis set.

```
87
Properties=species:S:1:pos:R:3:forces:R:3
Gd 0.213 -0.024 -0.606 0.010 -0.221 0.437
C -1.856 2.286 1.559 -0.149 0.462 -0.078
O -1.540 0.968 1.161 -0.268 -0.027 0.060
C -1.520 0.060 2.240 0.290 -0.532 0.416
C -0.122 -0.068 2.853 -0.551 0.279 -0.154
O 0.725 -0.637 1.870 -0.168 -0.164 0.256
C 1.810 -1.358 2.409 0.226 -0.149 -0.030
H -2.804 2.307 2.110 0.081 -0.074 -0.026
H -1.950 2.886 0.654 0.011 -0.066 0.104
H -1.068 2.722 2.183 0.008 -0.034 0.010
H -1.791 -0.918 1.824 -0.019 0.248 0.203
H -2.246 0.357 3.009 0.089 -0.030 -0.076
H -0.172 -0.717 3.737 0.012 0.025 -0.076
H 0.264 0.917 3.157 0.022 -0.139 0.021
H 1.462 -2.181 3.044 -0.058 0.018 -0.018
H 2.468 -0.713 2.999 0.008 0.039 -0.015
H 2.355 -1.761 1.561 0.119 -0.053 -0.004
C -3.704 3.110 -4.576 0.095 -0.101 0.287
C -3.698 2.474 -3.194 -0.453 -0.176 -0.298
O -2.517 2.780 -2.470 0.596 -0.149 0.189
P -1.158 1.896 -2.615 -0.891 1.198 -1.043
S -0.016 2.689 -1.206 -0.023 0.186 -0.415
S -1.608 -0.017 -2.776 0.041 0.315 -0.012
O -0.578 2.305 -4.076 -0.203 -0.597 0.441
C -0.196 3.652 -4.331 0.174 0.521 0.028
C 1.316 3.790 -4.347 -0.293 -0.166 0.032
H -4.673 2.956 -5.045 -0.086 -0.007 -0.074
H -2.935 2.659 -5.200 0.023 -0.003 -0.079
H -3.516 4.180 -4.501 -0.007 0.082 -0.025
H -3.795 1.383 -3.278 -0.122 0.227 0.079
H -4.518 2.866 -2.582 0.083 -0.119 -0.118
H -0.627 4.310 -3.568 -0.004 -0.010 -0.160
H -0.622 3.912 -5.306 0.009 0.008 0.138
H 1.716 3.523 -3.373 0.061 -0.002 0.033
H 1.591 4.816 -4.576 0.071 0.115 -0.069
H 1.738 3.122 -5.094 0.111 -0.024 -0.094
C -0.785 -3.427 -2.325 -0.221 0.228 0.605
P -1.569 -3.260 -0.699 -0.296 -1.523 -0.644
C -0.951 -4.653 0.317 -0.265 0.604 -0.321
C -3.357 -3.542 -0.980 0.652 0.249 0.164
O -1.307 -1.961 -0.028 0.139 0.692 0.440
H -0.882 -4.440 -2.705 -0.020 -0.152 -0.043
H 0.265 -3.129 -2.226 -0.094 -0.090 -0.050
H -1.273 -2.723 -2.998 0.023 -0.017 -0.115
H -1.069 -5.601 -0.197 -0.001 -0.154 -0.071
H -1.486 -4.677 1.264 -0.040 0.004 0.042
H 0.103 -4.462 0.511 0.088 -0.034 -0.020
H -3.540 -4.523 -1.408 -0.005 -0.088 -0.077
H -3.688 -2.764 -1.669 -0.053 -0.029 -0.020
H -3.906 -3.438 -0.045 0.036 -0.012 0.038
C 2.582 -3.588 -4.328 0.073 0.082 0.036
C 3.399 -3.022 -3.157 0.023 -0.016 -0.124
C 4.554 -2.173 -3.706 -0.045 -0.041 0.011
C 3.970 -4.178 -2.325 -0.033 0.091 -0.010
C 2.551 -2.171 -2.311 0.452 -0.507 -0.360
C 1.869 -1.450 -1.609 0.209 -0.013 0.809
H 3.239 -4.107 -5.027 0.030 -0.071 -0.043
H 2.070 -2.788 -4.861 -0.007 0.038 -0.023
H 1.833 -4.294 -3.973 -0.087 -0.055 0.041
H 5.219 -2.783 -4.321 0.018 -0.012 -0.029
H 5.127 -1.747 -2.884 0.050 0.028 0.029
H 4.164 -1.355 -4.309 0.009 0.054 -0.058
H 4.522 -4.868 -2.963 0.081 -0.057 -0.048
H 3.169 -4.728 -1.831 -0.042 -0.037 0.007
H 4.642 -3.792 -1.560 0.026 -0.012 0.065
C 3.512 4.124 1.623 -0.131 -0.104 0.026
C 2.417 3.078 1.450 -0.085 -0.320 -0.138
P 2.773 1.569 0.414 0.782 0.328 0.060
C 4.333 0.976 1.242 -0.208 0.116 -0.065
C 4.864 -0.315 0.626 -0.072 0.064 0.088
C 3.465 2.401 -1.093 -0.085 -0.147 0.121
C 3.649 1.447 -2.266 -0.266 0.027 -0.005
H 3.146 4.932 2.257 0.030 0.088 0.033
H 3.798 4.557 0.669 0.087 0.056 -0.101
H 4.397 3.706 2.098 0.093 -0.004 0.005
H 1.539 3.536 0.984 -0.062 -0.007 0.132
H 2.114 2.707 2.434 -0.134 0.000 -0.003
H 4.079 0.814 2.294 0.019 0.053 0.020
H 5.099 1.754 1.201 -0.010 0.034 0.109
H 4.042 -0.970 0.339 0.044 -0.113 -0.105
H 5.513 -0.838 1.326 0.091 -0.090 0.016
H 5.443 -0.095 -0.266 0.048 -0.076 -0.144
H 4.411 2.892 -0.849 -0.055 0.087 0.052
H 2.730 3.166 -1.355 0.101 0.055 0.015
H 4.482 0.770 -2.095 0.031 -0.140 -0.034
H 3.845 2.004 -3.182 0.029 -0.005 -0.077
H 2.750 0.835 -2.408 0.208 0.070 -0.109
```
Positions in Å, forces in eV/Å.

spin multiplicity = 7
HOMO-LUMO gap (spin up / spin down) = 8.319 / 3.436 eV
DFT total energy = -3870.5332 Ha
molar mass = 723.978 g/mol
E_HOMO (spin up / spin down) = -7.90 / -3.01 eV

=====

A structure of composition C34H69N11O8 in a non-equilibrium geometry, computed with ωB97M-V with the def2-TZVPD basis set.

```
122
Properties=species:S:1:pos:R:3:forces:R:3
C 7.129 30.249 -22.428 1.602 -2.433 0.303
O 7.219 31.323 -21.928 -0.179 2.647 0.202
N 6.732 29.154 -21.772 -1.474 -0.208 2.361
C 6.716 27.828 -22.341 0.477 2.209 2.914
C 6.199 29.213 -20.365 0.341 0.194 -0.313
H 7.454 29.914 -23.426 0.617 0.691 1.144
H 5.689 27.469 -22.289 1.126 2.236 0.196
H 7.237 27.197 -21.621 0.436 -0.385 0.058
H 7.206 27.781 -23.314 -1.426 0.969 1.713
H 6.146 30.202 -19.909 0.590 0.227 -0.664
H 5.173 28.869 -20.235 -0.114 -0.473 -0.674
H 6.825 28.601 -19.716 0.110 -0.092 -0.079
C 3.001 25.965 -27.939 -2.329 -0.095 -1.007
O 2.376 26.976 -27.591 1.196 -2.721 -1.341
N 2.786 24.722 -27.407 -1.481 -0.387 -1.899
C 3.436 23.568 -28.068 0.069 -0.604 0.679
C 1.637 24.433 -26.513 0.781 0.172 -0.112
H 3.785 26.000 -28.711 -1.334 -0.416 0.388
H 3.833 22.899 -27.304 -0.169 1.116 -1.235
H 4.287 23.863 -28.681 -0.611 0.144 -0.054
H 2.757 22.889 -28.584 -0.438 0.474 -0.565
H 1.253 25.302 -25.979 0.205 -0.050 -0.625
H 0.794 23.991 -27.044 0.124 -0.165 -0.186
H 1.990 23.761 -25.730 -0.142 -0.080 -0.162
C 5.458 26.289 -30.089 -0.308 -0.057 0.740
O 4.863 25.231 -29.851 1.229 0.265 -1.307
N 5.754 27.176 -29.131 0.760 -0.337 -0.638
C 6.352 28.442 -29.458 1.381 0.451 -0.462
C 5.530 26.965 -27.707 -0.584 -1.634 -1.741
H 5.744 26.626 -31.097 -0.063 -0.160 0.044
H 7.078 28.397 -30.270 -0.210 -0.345 -0.290
H 6.955 28.741 -28.600 -0.010 -0.214 -0.543
H 5.618 29.225 -29.647 0.741 -0.813 -0.562
H 4.941 26.055 -27.595 0.632 0.986 -0.266
H 6.442 26.801 -27.133 -1.278 -0.138 -1.443
H 5.072 27.910 -27.413 -0.354 -2.019 -0.108
C 9.799 23.438 -25.583 -1.171 1.594 1.997
O 9.423 23.575 -24.422 0.811 -0.939 0.291
N 9.056 23.960 -26.547 -1.605 1.631 -4.560
C 9.484 23.844 -27.957 0.196 -1.225 1.182
C 7.656 24.573 -26.428 3.379 -3.549 -0.166
H 10.782 23.042 -25.883 -0.187 -0.226 -0.045
H 9.385 24.769 -28.525 0.364 0.031 0.255
H 8.924 23.059 -28.466 -0.492 0.100 -0.111
H 10.479 23.402 -27.890 0.409 0.639 -0.601
H 6.967 23.948 -26.996 0.631 0.034 -0.421
H 7.382 24.482 -25.377 2.014 -1.486 -1.484
H 7.406 25.588 -26.738 2.038 -0.330 -0.389
C 4.363 22.184 -23.668 2.419 -0.885 -2.883
O 5.052 22.772 -22.844 -0.515 -1.409 -1.880
N 4.293 22.486 -25.021 0.460 0.177 -0.219
C 3.588 21.636 -25.961 -1.488 -1.493 1.317
C 5.139 23.555 -25.640 -0.196 -2.975 1.482
H 3.819 21.252 -23.450 -0.132 0.119 0.127
H 3.196 20.756 -25.451 0.277 -0.268 0.307
H 4.115 21.269 -26.842 0.665 0.047 0.419
H 2.680 22.091 -26.356 0.057 -0.044 0.270
H 6.027 23.088 -26.065 -0.433 -0.499 0.589
H 4.668 24.066 -26.479 0.663 -1.507 0.984
H 5.460 24.257 -24.870 -0.711 -1.516 -0.392
C 3.463 29.398 -25.084 -2.186 0.789 -0.965
O 3.731 30.496 -25.618 -4.201 -3.639 -1.033
N 2.472 28.630 -25.500 -0.492 0.012 -0.747
C 2.131 27.447 -24.688 -1.131 6.240 -1.727
C 1.604 29.034 -26.631 -0.615 1.055 1.126
H 4.067 28.984 -24.261 -1.062 0.521 0.285
H 1.307 27.656 -24.006 -0.532 0.499 -0.092
H 2.876 27.198 -23.933 0.639 4.142 -2.167
H 1.795 26.607 -25.297 0.629 1.275 -0.382
H 2.042 29.765 -27.310 0.442 -0.131 0.327
H 1.347 28.153 -27.219 -0.758 1.111 0.815
H 0.787 29.543 -26.120 -0.535 0.000 -0.386
C 5.362 24.198 -20.926 -0.187 0.056 1.038
C 4.354 25.196 -21.369 -2.514 1.301 -0.477
O 3.306 25.511 -20.758 2.552 -1.093 -0.799
C 4.674 25.930 -22.670 0.560 -0.974 1.921
H 4.815 23.346 -20.521 0.197 0.122 0.489
H 5.891 24.739 -20.142 0.314 -0.289 0.300
H 6.000 23.773 -21.702 0.198 1.102 0.628
H 4.664 25.285 -23.549 0.248 0.143 0.948
H 5.651 26.362 -22.456 -0.593 -2.932 -0.868
H 4.009 26.792 -22.741 0.189 -0.163 0.018
C 5.809 27.825 -24.806 -2.127 -5.382 0.609
C 5.484 26.396 -25.162 -0.148 0.893 -1.246
O 6.351 25.523 -25.210 -3.491 5.750 3.423
C 4.129 26.068 -25.662 1.533 1.241 0.360
H 6.852 28.139 -24.852 -2.543 -2.658 0.424
H 5.515 27.868 -23.757 -0.583 0.358 -1.208
H 5.168 28.567 -25.283 0.231 -2.637 -0.461
H 3.458 25.937 -24.812 1.271 -0.791 -1.332
H 4.257 25.178 -26.278 -0.889 2.398 1.532
H 3.693 26.897 -26.219 0.691 -0.330 0.669
C 2.399 23.421 -23.001 -1.829 -0.861 1.407
C 2.392 24.784 -23.365 -0.259 2.428 -1.105
N 2.473 25.894 -23.730 -3.309 -13.113 7.151
H 1.598 23.330 -22.267 -0.299 -0.304 0.022
H 3.299 23.097 -22.479 -0.746 0.900 0.274
H 2.227 22.746 -23.839 -0.419 0.358 0.121
C 8.261 30.206 -25.727 2.015 1.151 -0.619
C 7.834 28.925 -26.246 0.556 -0.361 -1.338
N 7.454 27.889 -26.602 4.252 3.317 0.008
H 9.323 30.201 -25.480 0.197 -0.105 -0.355
H 7.704 30.531 -24.848 1.290 0.175 -0.921
H 8.075 30.941 -26.510 0.217 0.202 -0.078
C 8.508 26.771 -24.304 2.119 -0.573 0.501
C 9.949 26.985 -24.168 4.580 0.920 0.527
N 11.118 27.167 -24.015 -4.657 -0.666 -0.698
H 8.036 27.514 -24.947 1.579 -1.387 0.766
H 8.083 26.920 -23.312 1.500 -1.827 -0.786
H 8.358 25.771 -24.712 0.130 0.468 0.459
C 5.309 29.870 -27.125 2.309 1.729 -1.808
C 4.613 30.123 -28.364 -0.655 0.407 2.512
N 4.017 30.331 -29.305 -1.333 0.696 -1.587
H 5.069 28.929 -26.630 -0.266 1.728 -0.331
H 5.374 30.746 -26.480 -0.454 -0.407 -1.428
H 6.352 29.785 -27.428 -0.407 -0.064 -0.152
C 4.745 31.722 -24.417 1.954 2.552 2.129
C 5.555 30.550 -24.632 1.015 -0.211 1.656
N 6.267 29.638 -24.748 -2.051 8.623 1.394
H 4.640 32.190 -25.396 -0.146 0.596 0.538
H 5.321 32.385 -23.772 0.309 0.349 0.277
H 3.797 31.524 -23.917 0.336 0.315 -0.087
```
Positions in Å, forces in eV/Å.

HOMO-LUMO gap = 8.876 eV
DFT total energy = -2539.8322 Ha
molar mass = 759.995 g/mol
E_HOMO = -8.73 eV